Record 1
Here is an isolated ion of composition C9H10F5O3 and charge -1 at a distorted geometry from OMol25. Energies are from ωB97M-V/def2-TZVPD.

Element x y z (Å)
F -0.09434 -1.77205 -2.80848
O -0.18090 -4.23092 -0.35717
H -0.35062 2.94289 1.29589
C 1.72039 2.95407 0.56610
C 0.16030 0.88856 0.80917
H 1.59229 -1.56524 -0.05536
C 0.59957 -1.95474 -0.42321
H -1.48167 -2.03279 0.01780
C -2.41340 0.28301 0.24509
F -2.81851 -0.10437 1.49568
F -0.00170 0.66577 2.19901
H -0.25227 2.70825 -0.48264
C 0.36623 -1.06533 -1.69200
O -0.58349 -0.02187 -1.40525
F -3.19488 -0.42083 -0.63855
H 1.92311 3.66767 -0.27917
H 1.17153 0.46632 0.55893
H 1.94978 3.45030 1.53875
C -0.89597 0.06718 -0.00825
C -0.61851 -1.44505 0.43306
C 0.80407 -3.50730 -0.58110
O 1.96971 -3.94671 -0.88797
F -2.80495 1.60730 0.08151
H 2.47010 2.12522 0.43588
C 0.22348 2.41902 0.48160
H 1.27247 -0.50800 -2.05781
H -0.53182 -1.67037 1.51849

Forces on atoms 1 to 3 (eV/Å):
-0.1 0.6 1.0
-0.5 0.8 0.1
0.3 -0.5 -0.9

As for the structure (SMILES): CC[C@@H](F)[C@]1(C(F)(F)F)C[C@@H](C(=O)[O-])[C@@H](F)O1. As for the spin multiplicity: 1. Its net charge is -1. For the total energy, the calculation gives -1074.05997 hartree. The HOMO energy comes out at -0.1646 hartree. Its frontier orbital gap is 7.4 eV.

How is the electron density shared among the atoms? According to Löwdin, the charges in e are:
1 F 0.021
2 O -0.050
3 H 0.116
4 C -0.104
5 C -0.228
6 H 0.137
7 C -0.125
8 H 0.136
9 C -0.447
10 F 0.126
11 F -0.015
12 H 0.114
13 C -0.263
14 O -0.002
15 F 0.123
16 H 0.068
17 H 0.141
18 H 0.068
19 C -0.279
20 C -0.047
21 C -0.682
22 O -0.108
23 F 0.091
24 H 0.072
25 C -0.160
26 H 0.160
27 H 0.136

Record 2
Here is C10H14N4O5 as an isolated structure at a distorted geometry from OMol25. Energies are from ωB97M-V/def2-TZVPD.

Element x y z (Å)
H -1.06536 0.10599 2.04529
C 1.40444 0.38804 -0.75392
C -1.56209 2.29450 0.12887
H 3.32366 0.42279 -1.45287
C -1.05746 -0.22366 0.97903
C 2.96251 0.84587 -0.58495
O 1.16476 -0.73160 -1.30594
C -2.42166 -2.27565 0.24737
H -5.12218 -1.15994 -0.99418
H 3.51463 2.95687 -1.13691
H -3.26379 1.38832 -0.01801
C 3.47215 -0.01443 0.46774
N 0.44939 1.18610 -0.20352
H -1.48371 0.62472 -0.88926
N -3.55984 -2.36935 -0.47745
O -0.74566 3.19231 0.35656
N 2.97503 2.24405 -0.14676
H 4.48641 0.25700 0.50196
C 3.19488 -1.52341 0.20061
C -4.19155 -1.23312 -0.50017
C -0.91242 0.97390 0.01533
H 3.67057 2.39118 1.14628
H -1.61531 -3.14647 -0.06411
H 2.96095 0.15666 1.44774
N -3.50654 -0.21684 0.09141
H -0.09660 -0.74731 0.74098
H -4.06520 -3.17726 -0.71030
O -2.94493 2.39843 0.01220
H 2.46689 -2.92804 1.28651
O 3.74406 -2.24948 -0.65768
H 0.92787 2.09053 0.12522
C -2.35648 -0.87388 0.65261
O 2.48938 -2.02113 1.34620

Forces on atoms 1 to 3 (eV/Å):
0.3 -0.1 -0.6
-1.2 -2.0 -0.9
0.0 2.5 2.1

As for the spin multiplicity: 1. For the total energy, the calculation gives -984.51453 hartree. The HOMO energy comes out at -0.3367 hartree. Its frontier orbital gap is 9.1 eV. For the energy above the lowest of the compared OMol25 structures with the same formula, charge and spin, the calculation gives 7.346 eV.

How is the electron density shared among the atoms? According to Löwdin, the charges in e are:
1 H 0.138
2 C -0.355
3 C -0.418
4 H 0.121
5 C -0.065
6 C -0.401
7 O 0.009
8 C -0.033
9 H 0.122
10 H 0.214
11 H 0.076
12 C -0.126
13 N 0.082
14 H 0.173
15 N 0.017
16 O 0.072
17 N -0.043
18 H 0.109
19 C -0.375
20 C -0.164
21 C -0.277
22 H 0.260
23 H 0.183
24 H 0.135
25 N 0.085
26 H 0.119
27 H 0.141
28 O 0.048
29 H 0.057
30 O 0.075
31 H 0.150
32 C -0.206
33 O 0.075

Record 3
Here is one molecule with the formula C3H8S2 from OMol25. Energies are from ωB97M-V/def2-TZVPD.

Element x y z (Å)
H 2.55503 2.38104 -1.92442
S 0.08999 2.08072 -0.93189
H -1.42751 -2.27380 0.92719
S 1.42888 1.83549 -2.42014
C 0.30786 0.62459 0.12827
C -0.76254 -0.44175 -0.04454
H 1.27132 0.17615 -0.12837
C -0.71190 -1.46263 1.09512
H 0.26953 -1.92723 1.16074
H -0.96842 -0.98932 2.04906
H 0.38635 0.94540 1.16352
H -1.76428 -0.00592 -0.05713
H -0.67431 -0.94274 -1.01741

Forces on atoms 1 to 3 (eV/Å):
-0.1 0.1 0.2
-0.2 0.3 0.4
0.0 0.1 0.0

As for the structure (SMILES): CCCSS. As for the spin multiplicity: 1. For the total energy, the calculation gives -915.47360 hartree. The HOMO energy comes out at -0.3335 hartree. Its frontier orbital gap is 9.7 eV. For the energy above the lowest of the compared OMol25 structures with the same formula, charge and spin, the calculation gives 0.092 eV.

How is the electron density shared among the atoms? According to Löwdin, the charges in e are:
1 H -0.195
2 S 0.407
3 H 0.071
4 S 0.291
5 C -0.594
6 C -0.341
7 H 0.064
8 C -0.121
9 H 0.070
10 H 0.075
11 H 0.069
12 H 0.096
13 H 0.108

Record 4
Here is C43H45N8O5S5SiTi as an isolated structure from OMol25. Energies are from ωB97M-V/def2-TZVPD.

Element x y z (Å)
H 2.44903 -1.77331 -4.31130
H -2.42784 4.53019 3.85210
H 3.99921 0.18211 3.74931
Ti -0.67610 1.46596 0.87176
H 0.21724 4.70491 0.79138
H -5.74199 7.91924 1.89311
N 0.49214 -1.18695 3.43996
H -0.41490 2.50799 -4.78356
H -0.01247 1.00031 4.70893
C 4.55876 2.13314 -3.00504
H 4.28094 3.94036 -4.12314
H 5.74747 1.91192 3.58306
C 1.70250 -1.05788 -4.01131
C 2.15726 0.62493 -0.53255
S 2.55274 4.98198 1.40404
S 1.38157 0.34173 -4.95948
N -0.04343 -0.06146 -2.85131
C -3.59567 4.11862 -0.02324
H -5.99347 4.50710 2.30989
H 3.53387 -8.33370 2.52255
H 1.72410 0.58319 2.86832
C 2.58577 3.51250 -2.88140
C 3.76794 1.12491 3.27018
H 3.72760 -0.27175 0.54945
H 5.24665 4.10542 2.55736
C 0.85064 -1.11361 -2.95600
C -0.30016 2.04765 4.62511
H 2.24885 -4.05347 3.39668
S -0.18281 -5.62481 4.20806
H 2.44529 -1.64206 2.97785
C 1.05521 4.18861 1.22817
H -1.49544 -0.98201 3.93292
C 2.87657 -0.59152 -0.05928
C -4.44313 3.79339 1.02284
O -2.63218 2.88182 -2.06619
C 1.44262 -6.34177 4.25724
H -2.96887 5.61407 -1.44199
O -3.03169 -1.75918 0.89663
H 1.94480 -5.55171 6.19883
C 0.84199 -2.20741 -1.96671
H -1.54894 -3.01541 1.00145
C 0.11061 0.75752 -3.85246
C 2.74213 1.51183 -1.55181
H -0.83367 2.33040 5.53934
H 3.24821 -1.17511 -0.89866
C 2.26837 -6.15060 5.35801
H -4.34030 0.36802 -0.00349
H -4.41165 2.80644 1.46343
C 4.00640 1.25908 -2.08544
H -2.99852 0.83230 4.43354
H -0.69352 -4.49615 1.23808
H -6.91728 7.47197 0.66478
H 5.53996 1.93723 -3.41537
C -3.61745 5.38220 -0.60700
H -4.51458 7.31645 -0.55574
C 2.49741 1.33808 2.77664
H 1.04102 2.82416 -1.56637
H 2.03527 4.38793 -3.20056
H 2.20284 -1.20185 0.53917
H 4.18934 -6.61569 6.19193
C 1.49670 -2.05179 3.31385
N 0.97779 2.95816 1.64688
C -4.49005 6.32950 -0.11052
H -6.94795 6.67836 2.24199
C 1.39530 -3.41014 3.55590
C 1.73810 -3.22844 -1.95631
H 0.60224 2.65649 4.56727
H -1.85562 -3.35633 4.47576
N -2.59678 1.60417 0.17001
H -1.34172 2.11864 -3.37712
H -0.75500 4.72459 3.34006
C 3.20448 3.55076 2.12307
C -0.88143 -3.01825 4.14662
C 3.15621 -7.70316 3.31936
O 1.09183 0.93577 0.00542
C -3.11634 1.50773 3.58290
C 0.17100 -3.91238 3.97834
C 2.21474 2.56841 2.18756
C -0.67438 -1.68557 3.85000
C 3.51779 -6.74891 5.35160
H 2.54881 -3.42108 -2.63839
H -3.09329 0.11338 -1.25108
H 1.27318 -7.31794 2.34679
S -2.47159 2.93303 -0.64267
Si -1.47648 2.36938 3.21161
H -2.04983 4.60374 2.13446
C -2.57270 -0.67433 0.65289
C -5.32172 4.75565 1.49787
O -1.40171 -0.24758 1.11711
C 4.49020 3.33469 2.61458
H -3.88103 2.23665 3.86491
C 3.84960 3.25958 -3.40075
N -0.66274 1.84715 -4.07190
S 1.41540 -4.28002 -0.62970
C -5.35314 6.03241 0.94814
N -0.69739 -3.55582 0.88341
N 3.96475 -7.51158 4.35441
O -1.09270 3.28439 -0.17212
C -1.69706 4.23039 3.09478
C 1.88906 -7.13860 3.21767
C 4.76129 2.10959 3.18536
N -0.10337 -2.22523 -0.96420
C 0.06503 -3.26466 -0.19698
C -6.29482 7.07944 1.46959
C 2.03081 2.64185 -1.96169
H -3.50056 0.92374 2.74772
H 4.56309 0.38377 -1.77920
C -3.26907 0.37195 -0.20296

Forces on atoms 1 to 3 (eV/Å):
0.0 0.0 0.0
0.0 0.0 0.0
0.0 0.0 0.0

As for the spin multiplicity: 1. Its net charge is +1. For the total energy, the calculation gives -5609.73997 hartree. The HOMO energy comes out at -0.3446 hartree. Its frontier orbital gap is 6.3 eV. For the energy above the lowest of the compared OMol25 structures with the same formula, charge and spin, the calculation gives 0.000 eV.

Löwdin population analysis, charges in e, atoms 1 to 99:
1 H 0.072
2 H 0.046
3 H 0.108
4 Ti 0.990
5 H 0.079
6 H 0.091
7 N 0.061
8 H 0.095
9 H 0.009
10 C -0.054
11 H 0.114
12 H 0.112
13 C -0.365
14 C -0.308
15 S 1.134
16 S 1.048
17 N 0.111
18 C -0.297
19 H 0.122
20 H 0.110
21 H 0.075
22 C -0.058
23 C -0.059
24 H 0.108
25 H 0.116
26 C -0.347
27 C -0.196
28 H 0.109
29 S 1.029
30 H 0.096
31 C -0.461
32 H 0.097
33 C 0.026
34 C -0.053
35 O -0.252
36 C -0.545
37 H 0.124
38 O 0.102
39 H 0.114
40 C -0.366
41 H 0.066
42 C -0.707
43 C -0.149
44 H 0.047
45 H 0.088
46 C -0.081
47 H 0.137
48 H 0.098
49 C -0.007
50 H 0.031
51 H 0.085
52 H 0.090
53 H 0.113
54 C -0.039
55 H 0.125
56 C -0.035
57 H 0.102
58 H 0.113
59 H 0.083
60 H 0.110
61 C -0.137
62 N -0.045
63 C -0.017
64 H 0.080
65 C -0.064
66 C -0.391
67 H 0.029
68 H 0.113
69 N -0.289
70 H 0.051
71 H 0.030
72 C -0.451
73 C -0.088
74 C -0.133
75 O -0.072
76 C -0.199
77 C -0.528
78 C -0.305
79 C -0.138
80 C -0.132
81 H 0.071
82 H 0.142
83 H 0.105
84 S 0.655
85 Si 0.577
86 H 0.010
87 C -0.560
88 C -0.013
89 O -0.173
90 C -0.070
91 H 0.033
92 C -0.054
93 N 0.114
94 S 1.027
95 C -0.247
96 N 0.128
97 N 0.069
98 O -0.409
99 C -0.193

Record 5
Here is a 2-piece molecular cluster, C7H10N2O overall at a distorted geometry from OMol25. Energies are from ωB97M-V/def2-TZVPD.

Element x y z (Å)
N -1.66652 1.58968 0.25712
O 3.00808 -0.45664 0.00983
C -1.32518 0.41070 0.03463
C 1.42511 2.85394 -0.44990
N 3.02196 0.91904 -0.03951
C 0.96923 0.23898 -0.30416
H 1.00300 -2.73054 -1.01171
H 0.63077 2.71192 -1.17185
C -1.92241 -0.93769 0.02575
H -2.65494 1.85749 0.66025
H 2.30009 -2.71415 0.40313
H 0.60810 -2.50014 0.62597
H 2.30961 3.32668 -0.84066
C 1.41324 -2.33603 -0.00665
H 0.96305 3.36076 0.47666
H -1.56423 -1.40845 0.99016
H -1.57519 -1.66537 -0.83887
H -3.03696 -1.02530 0.07790
C 1.84769 1.36715 -0.28922
C 1.70006 -0.87780 -0.11197

Forces on atoms 1 to 3 (eV/Å):
-1.1 -0.8 0.9
-0.9 -0.4 0.1
2.2 1.7 -0.7

As for the spin multiplicity: 1. For the total energy, the calculation gives -457.28030 hartree. The HOMO energy comes out at -0.3260 hartree. Its frontier orbital gap is 9.2 eV. For the energy above the lowest of the compared OMol25 structures with the same formula, charge and spin, the calculation gives 6.217 eV.

How is the electron density shared among the atoms? According to Löwdin, the charges in e are:
1 N 0.090
2 O -0.023
3 C -0.233
4 C -0.025
5 N 0.078
6 C 0.055
7 H 0.123
8 H 0.053
9 C -0.109
10 H 0.124
11 H 0.067
12 H 0.035
13 H 0.060
14 C -0.010
15 H 0.103
16 H 0.090
17 H 0.117
18 H 0.080
19 C -0.353
20 C -0.321

Record 6
Here is a 2-piece molecular cluster, C4H12O overall at a distorted geometry from OMol25. Energies are from ωB97M-V/def2-TZVPD.

Element x y z (Å)
C 2.37241 -0.29131 -1.19001
H 1.57583 -0.06059 -3.36826
H -3.69302 -0.18243 3.27670
H 3.52632 1.84250 -2.16656
H 3.55858 0.05563 -0.98580
H 2.96524 2.23371 -3.75564
H 3.92112 0.70772 -3.29020
H 1.71176 0.16835 -0.45807
O -3.96119 -1.09864 3.07983
C 1.89097 0.47961 -2.47630
C -4.94346 -1.35809 4.19792
C 3.06654 1.38306 -3.01107
H -4.38512 -1.60047 5.18634
H 1.19213 1.26008 -2.14778
H 2.43539 -1.50983 -1.37405
H -5.35180 -0.30433 4.54425
H -5.88171 -1.72496 3.93870

Forces on atoms 1 to 3 (eV/Å):
3.0 -1.0 -2.0
-0.6 -0.4 0.6
0.0 -0.7 -0.4

As for the structure (SMILES): CCC.CO. As for the spin multiplicity: 1. For the total energy, the calculation gives -234.72742 hartree. The HOMO energy comes out at -0.3890 hartree. Its frontier orbital gap is 11.5 eV. For the energy above the lowest of the compared OMol25 structures with the same formula, charge and spin, the calculation gives 2.863 eV.

How is the electron density shared among the atoms? According to Löwdin, the charges in e are:
1 C -0.135
2 H 0.085
3 H 0.062
4 H 0.026
5 H 0.112
6 H 0.082
7 H 0.074
8 H 0.041
9 O -0.161
10 C -0.319
11 C -0.127
12 C -0.166
13 H 0.101
14 H 0.083
15 H 0.116
16 H 0.090
17 H 0.034

Record 7
Here is a 2-piece molecular cluster, C2H9NS overall at a distorted geometry from OMol25. Energies are from ωB97M-V/def2-TZVPD.

Element x y z (Å)
S -0.94582 0.10756 4.02915
N 0.21526 0.21837 -0.30686
H -0.46243 1.20874 -2.10368
C -0.06955 -1.25384 -0.30501
C 0.43845 0.79663 -1.66648
H 0.91507 0.02754 -2.28635
H 0.85703 -1.81328 -0.30359
H -0.53580 0.69879 0.20165
H 1.28229 1.49644 -1.61377
H -1.42047 1.08637 4.78779
H 1.07013 0.36575 0.22476
H -0.70694 -1.48591 0.55463
H -0.63722 -1.45316 -1.21224

Forces on atoms 1 to 3 (eV/Å):
0.3 -0.4 -0.8
0.2 -0.1 0.0
0.0 0.0 0.1

As for the spin multiplicity: 1. For the total energy, the calculation gives -534.41982 hartree. The HOMO energy comes out at -0.2035 hartree. Its frontier orbital gap is 4.9 eV. For the energy above the lowest of the compared OMol25 structures with the same formula, charge and spin, the calculation gives 2.990 eV.

How is the electron density shared among the atoms? According to Löwdin, the charges in e are:
1 S -0.401
2 N -0.031
3 H 0.105
4 C 0.000
5 C -0.011
6 H 0.101
7 H 0.104
8 H 0.158
9 H 0.104
10 H -0.495
11 H 0.166
12 H 0.103
13 H 0.097

Record 8
Here is a 2-piece molecular cluster, C2H4N2O2S overall at a distorted geometry from OMol25. Energies are from ωB97M-V/def2-TZVPD.

Element x y z (Å)
C 0.02900 -0.52810 1.66140
O 1.57149 1.79924 -2.33536
N -0.47062 -1.51651 0.87662
H -0.36991 -0.69103 -0.90757
C -1.24682 -0.78689 1.81205
N -0.11215 -0.01130 -1.58773
H 0.68731 0.19714 1.98965
O 0.89903 1.64642 0.06292
S 1.24030 0.93916 -1.16137
H -2.24856 -0.62671 2.06413
H 0.02093 -0.42142 -2.47473

Forces on atoms 1 to 3 (eV/Å):
-2.7 0.5 1.6
-0.4 -2.0 1.6
0.5 -1.6 -1.7

As for the spin multiplicity: 1. For the total energy, the calculation gives -736.57152 hartree. The HOMO energy (spin up / spin down) comes out at -0.3633 / -0.2785 hartree. Its frontier orbital gap (spin up / spin down) is 10.6 / 5.2 eV. For the energy above the lowest of the compared OMol25 structures with the same formula, charge and spin, the calculation gives 6.351 eV.

How is the electron density shared among the atoms? According to Löwdin, the charges in e are:
1 C -0.115
2 O -0.380
3 N 0.043
4 H -0.016
5 C -0.041
6 N -0.075
7 H 0.078
8 O -0.388
9 S 0.767
10 H 0.084
11 H 0.044